[1]
Formula: CHN3O
Source: the Open Molecules 2025 dataset
Level of theory: ωB97M-V/def2-TZVPD

```
6
CHN3O | the Open Molecules 2025 dataset | ωB97M-V/def2-TZVPD
O -1.42071 0.53202 -0.50981
N 0.38923 1.17535 0.20122
C 0.66690 -0.02926 0.26180
N -0.10553 -1.15244 -0.05864
N -1.23633 -0.69157 -0.47613
H 1.70644 0.16590 0.58156
```

Calculated values
maximum force	0.070	Eh/bohr
DFT total energy	-278.0387	a.u.
spin multiplicity	1
frontier orbital gap (spin up / spin down)	9.9 / 9.9	eV
highest occupied orbital energy (spin up / spin down)	-11.4 / -11.4	eV
total charge	0



[2]
Formula: C15H20ClO5Yb
Source: the Open Molecules 2025 dataset
Level of theory: ωB97M-V/def2-TZVPD

```
42
C15H20ClO5Yb | the Open Molecules 2025 dataset | ωB97M-V/def2-TZVPD
Yb 0.71261 0.13966 0.03220
C 1.91866 0.47824 2.17058
C 0.87819 1.46827 2.10926
C -0.35308 0.78162 2.22837
H 1.05721 2.54196 1.91781
C -0.08795 -0.63272 2.37386
C 1.32023 -0.81300 2.35324
H 1.86384 -1.76967 2.36858
H 2.94075 0.77985 2.29067
H -1.34580 1.23789 2.22787
H -0.84656 -1.42441 2.42383
C 2.06390 -0.94762 -1.77088
C 2.26664 -1.75718 -0.60475
C 1.03610 -2.41945 -0.28355
H 3.18142 -2.06171 -0.11832
C 0.06506 -1.97570 -1.21526
C 0.69652 -1.05701 -2.14098
H 0.19337 -0.45477 -2.90957
H 2.79559 -0.25484 -2.19820
H 0.88380 -3.09850 0.57150
H -0.99411 -2.25075 -1.21545
O -1.21987 0.89510 -0.66683
C -2.65556 0.56278 -0.81361
C -3.02003 2.07363 -0.70856
C -3.13415 -0.33686 0.31215
C -2.85932 -0.03132 -2.19628
C -1.51781 2.35651 -0.71436
H -3.49788 2.31330 0.24975
H -3.55750 2.44739 -1.58611
H -1.11036 2.74319 -1.65830
H -1.12039 2.85848 0.18268
H -4.21571 -0.48724 0.19502
H -2.93954 0.10638 1.29733
H -2.64544 -1.32195 0.25915
H -3.87829 0.19760 -2.52729
H -2.73567 -1.12063 -2.16288
H -2.13705 0.38754 -2.91151
O 4.85701 1.33319 0.94540
Cl 4.45547 -0.05371 0.56371
O 5.05859 -0.57611 -0.64739
O 4.62832 -0.95736 1.71487
O 2.99877 0.09993 0.26224
```

Calculated values
maximum force	0.093	Eh/bohr
DFT total energy	-2578.2506	a.u.
spin multiplicity	2
frontier orbital gap (spin up / spin down)	2.4 / 5.5	eV
highest occupied orbital energy (spin up / spin down)	2.6 / -0.4	eV
total charge	-2



[3]
Formula: C36H41F7I2N4O5S2SiTi
Source: the Open Molecules 2025 dataset
Level of theory: ωB97M-V/def2-TZVPD

```
99
C36H41F7I2N4O5S2SiTi | the Open Molecules 2025 dataset | ωB97M-V/def2-TZVPD
Ti 0.07798 0.74520 -0.08524
I -5.37817 1.18993 5.67565
C -3.77984 0.89359 4.24753
C -2.51819 1.36961 4.55585
C -1.58833 1.42395 3.54655
I 0.37062 2.12548 3.91697
C -1.83407 1.02560 2.22515
O -0.90454 1.10090 1.31750
C -3.15619 0.57035 1.95244
C -3.47325 0.21129 0.52774
N -2.42950 -0.60258 -0.06275
C -2.52425 -2.00644 0.27455
C -2.13820 -2.24207 1.70762
C -2.89110 -3.07095 2.51689
C -2.47999 -3.32033 3.82142
C -1.32830 -2.67620 4.27006
C -0.66580 -1.83810 3.40060
N -1.02152 -1.62842 2.13404
C -4.10317 0.51897 2.95245
H -2.26333 1.66904 5.56068
H -3.52535 1.14594 -0.04550
H -4.46040 -0.28675 0.47438
H -2.43114 -0.50884 -1.07215
H -1.82703 -2.53955 -0.38000
H -3.54534 -2.40510 0.09968
H -3.78752 -3.53349 2.12678
H -3.03724 -3.98829 4.46102
H -0.95916 -2.83449 5.27167
H 0.20124 -1.29105 3.73684
H -5.10513 0.17656 2.72924
F -0.28392 -2.85496 -4.31946
C 0.35198 -1.73960 -4.82369
F 0.97905 -2.21400 -5.97075
F -0.65206 -0.94000 -5.29516
S 1.41399 0.33214 -3.06047
O 1.03054 0.44161 -1.54022
O 2.53876 1.21268 -3.34250
N 0.05736 1.27630 -3.61294
S -1.02958 0.79123 -2.68673
O -1.22586 -0.62276 -2.49489
O -1.28533 1.57219 -1.45501
C -2.65444 1.26461 -3.61423
F -3.26851 0.22608 -4.19648
F -3.57111 1.77691 -2.75560
F -2.47903 2.19664 -4.55845
C 5.82996 0.83306 0.40904
C 4.82296 1.22484 -0.67764
C 5.28568 2.50403 -1.37468
C 4.57728 0.08971 -1.64516
C 5.30825 -0.05346 -2.80603
C 4.98490 -1.03341 -3.73131
C 3.92233 -1.87331 -3.47714
C 3.20810 -1.82052 -2.28414
C 2.19014 -2.92840 -2.08412
C 1.05012 -2.71437 -1.08699
C 2.93522 -4.22346 -1.71766
C 3.54886 -0.83412 -1.34436
N 2.86308 -0.67562 -0.16543
C 3.19876 -1.29150 0.94021
C 4.24682 -2.23994 1.11462
C 4.51569 -2.77323 2.35036
C 3.80591 -2.38561 3.48096
C 2.77229 -1.45770 3.35555
C 2.47445 -0.97571 2.11218
F 1.41679 -0.08697 1.89160
H 5.97222 1.65973 1.10456
H 6.79128 0.58145 -0.03956
H 5.47746 -0.02888 0.96839
H 3.85694 1.42937 -0.19862
H 6.31887 2.42005 -1.71245
H 5.22607 3.34365 -0.68224
H 4.65122 2.70281 -2.23222
H 6.12324 0.62059 -3.02235
H 5.54486 -1.12144 -4.65366
H 3.63689 -2.60498 -4.21906
H 1.72917 -3.08046 -3.06509
H 1.38500 -2.80955 -0.05378
H 0.29535 -3.48069 -1.27144
H 0.58203 -1.73693 -1.22228
H 3.36071 -4.14830 -0.71882
H 3.74458 -4.40653 -2.42150
H 2.25274 -5.07219 -1.73735
H 4.82656 -2.51710 0.24592
H 5.30789 -3.50787 2.44317
H 4.04316 -2.80596 4.44646
H 2.23216 -1.12416 4.22718
C 2.55271 3.56124 1.27887
Si 1.11061 3.06292 0.02554
C 1.67542 3.75324 -1.69453
C -0.31448 4.30537 0.58875
H 3.40308 3.97651 0.74714
H 2.90698 2.71594 1.86287
H 2.20219 4.31303 1.98093
H 2.31514 4.63084 -1.60854
H 0.81402 4.01326 -2.30719
H 2.21778 2.98617 -2.24236
H -0.00904 5.34709 0.49568
H -0.59231 4.14351 1.62780
H -1.20906 4.15707 -0.01658
```

Calculated values
maximum force	0.093	Eh/bohr
DFT total energy	-5221.4332	a.u.
spin multiplicity	3
frontier orbital gap (spin up / spin down)	4.6 / 4.5	eV
highest occupied orbital energy (spin up / spin down)	-1.5 / -1.5	eV
total charge	-2



[4]
Formula: C42H38Cl4CuF6N7O16S2
Source: the Open Molecules 2025 dataset
Level of theory: ωB97M-V/def2-TZVPD

```
116
C42H38Cl4CuF6N7O16S2 | the Open Molecules 2025 dataset | ωB97M-V/def2-TZVPD
Cu 1.62636 -2.91419 -10.64714
C -2.25938 -2.57222 -15.54038
F -3.10318 -2.22233 -14.53590
F -1.82475 -3.85287 -15.28262
F -2.95953 -2.50428 -16.71380
S -0.76671 -1.32300 -15.50465
O 0.44020 -2.12038 -15.73111
O -1.00593 -0.36068 -16.58195
N -0.78023 -0.83824 -13.81429
S -1.66156 0.50841 -13.82431
O -2.72585 0.60236 -14.83192
O -2.16071 0.67195 -12.46927
C -0.47291 2.00133 -14.06282
F 0.20298 2.08242 -12.89885
F 0.35680 1.78182 -15.03129
F -1.11339 3.12822 -14.28505
Cl -9.97685 -9.31825 -22.17899
C -9.73004 -9.35147 -20.41174
C -9.41708 -7.96836 -19.83445
Cl -9.23315 -8.05389 -18.02167
H -8.81826 -9.91229 -20.20626
H -10.67473 -9.74770 -20.03938
H -10.16317 -7.20291 -20.04781
H -8.45602 -7.64400 -20.23351
Cl -2.55117 -10.05513 -23.70556
C -1.18824 -9.17930 -22.99587
C -1.60994 -7.78232 -22.46622
Cl -0.15564 -6.89876 -21.87130
H -0.43006 -9.09800 -23.77475
H -0.75285 -9.83585 -22.24256
H -2.37881 -7.80198 -21.69385
H -2.11022 -7.11031 -23.16352
C -3.49385 -13.12665 -11.13526
C -2.10498 -13.31417 -11.19952
C -1.20832 -12.27465 -11.37292
C -1.73345 -11.01258 -11.61109
C -3.12865 -10.77777 -11.74488
C -4.00009 -11.86467 -11.53655
N -0.71636 -9.94703 -11.82511
O 0.29529 -10.26500 -12.45434
O -0.91608 -8.85595 -11.38824
H -4.11507 -14.00434 -11.03449
H -1.69488 -14.28697 -10.97178
H -0.16316 -12.53583 -11.29659
H -3.67000 -9.86232 -11.93273
H -5.05969 -11.65978 -11.49561
C -10.19004 0.50868 -15.35237
C -9.70504 1.68742 -14.92054
C -9.95735 2.79772 -15.69125
C -10.96694 2.80505 -16.72778
C -11.54580 1.59839 -17.01428
C -11.08028 0.42497 -16.45143
N -11.35254 4.05846 -17.48541
O -10.87054 5.16036 -17.14827
O -12.10669 3.92510 -18.42323
H -9.82361 -0.36223 -14.82925
H -9.05732 1.79614 -14.06319
H -9.49990 3.70935 -15.33619
H -12.40528 1.51274 -17.66263
H -11.37153 -0.58612 -16.69491
C -1.05067 6.86500 -19.99481
C -1.98343 7.82135 -19.68880
C -1.72471 9.16010 -19.87249
C -0.40295 9.56515 -20.14906
C 0.58269 8.64973 -20.29610
C 0.28778 7.25648 -20.28072
N 0.01529 10.99261 -20.21600
O 1.17001 11.25658 -20.17847
O -0.91993 11.80293 -20.18936
H -1.30407 5.81564 -20.02689
H -3.01547 7.62261 -19.44021
H -2.56821 9.82597 -19.76513
H 1.63476 8.85411 -20.42942
H 1.11813 6.56701 -20.31988
C 4.38595 11.31574 -13.48349
C 4.01379 12.27108 -12.52883
C 3.83213 11.88486 -11.20840
C 3.94861 10.59869 -10.77097
C 4.40395 9.65291 -11.67579
C 4.57983 10.01434 -13.03678
N 3.68524 10.17610 -9.34337
O 3.80635 11.06543 -8.48230
O 3.35222 8.96114 -9.12645
H 4.70773 11.45978 -14.50433
H 3.90220 13.30762 -12.81086
H 3.68250 12.69391 -10.50880
H 4.69105 8.66644 -11.34285
H 4.95309 9.28623 -13.74172
C 8.47099 3.00146 -18.24748
C 7.66234 1.90543 -18.17317
C 7.22533 1.43181 -16.94802
C 7.58573 2.13029 -15.81596
C 8.45061 3.25440 -15.81114
C 8.90952 3.71632 -17.06391
N 6.99128 1.72018 -14.47929
O 6.25548 0.75656 -14.34182
O 7.45490 2.29007 -13.46056
H 8.80384 3.33809 -19.21820
H 7.46038 1.40673 -19.10961
H 6.62530 0.53396 -16.93327
H 8.58534 3.72858 -14.85020
H 9.55309 4.58357 -17.07409
C -0.26915 3.30211 -2.19515
C -0.37949 3.62018 -3.55793
C 0.43681 3.03327 -4.54598
C 1.43122 2.13059 -4.21411
C 1.61920 1.89403 -2.90319
C 0.81754 2.49556 -1.89982
N 2.30866 1.51546 -5.17355
O 1.79977 1.10351 -6.23338
O 3.45639 1.26575 -4.87790
H -0.90688 3.75697 -1.45164
H -1.22896 4.24239 -3.79805
H 0.23503 3.33145 -5.56419
H 2.48462 1.33149 -2.58540
H 1.02813 2.45121 -0.84148
```

Calculated values
maximum force	0.159	Eh/bohr
DFT total energy	-8085.9850	a.u.
spin multiplicity	2
frontier orbital gap (spin up / spin down)	3.5 / 2.7	eV
highest occupied orbital energy (spin up / spin down)	-11.0 / -11.0	eV
total charge	+1



[5]
Formula: C6H8FN
Source: the Open Molecules 2025 dataset
Level of theory: ωB97M-V/def2-TZVPD

```
16
C6H8FN | the Open Molecules 2025 dataset | ωB97M-V/def2-TZVPD
C 2.02660 1.27012 0.50461
C 0.86334 0.66594 0.47403
C -0.49861 1.04318 0.99806
C -1.37515 0.08990 0.13539
C -0.52963 -1.01661 -0.50508
C -0.82367 -2.03593 -1.30074
N 0.74481 -0.61045 -0.21498
F 1.86380 -0.97609 -0.98171
H 2.94834 0.90510 0.11733
H 2.06171 2.26601 0.89473
H -0.53892 0.76118 2.09921
H -0.85167 2.05220 0.90071
H -1.78040 0.73056 -0.59989
H -2.31124 -0.41671 0.56623
H 0.01739 -2.50113 -1.69169
H -1.81671 -2.22727 -1.39621
```

Calculated values
maximum force	0.059	Eh/bohr
DFT total energy	-387.9080	a.u.
spin multiplicity	1
frontier orbital gap	9.0	eV
highest occupied orbital energy	-8.0	eV
SMILES	C=C1CCC(=C)N1F
total charge	0



[6]
Formula: CH4IN3
Source: the Open Molecules 2025 dataset
Level of theory: ωB97M-V/def2-TZVPD

```
9
CH4IN3 | the Open Molecules 2025 dataset | ωB97M-V/def2-TZVPD
H -2.11749 1.95400 -0.16632
N -1.74525 1.05304 0.16734
N -0.59812 0.89219 -0.21001
C 0.02860 -0.61455 0.35200
N 1.21948 -0.93012 -0.30972
I 2.72537 0.46628 -0.09066
H 0.17935 -0.44829 1.41643
H -0.75523 -1.33861 0.15023
H 1.06329 -1.03395 -1.30930
```

Calculated values
maximum force	0.060	Eh/bohr
DFT total energy	-502.3682	a.u.
spin multiplicity	1
frontier orbital gap	8.2	eV
highest occupied orbital energy	-8.3	eV
SMILES	[H]/N=N/CNI
total charge	0



Q: Which of these has the highest spin multiplicity?
A: C36H41F7I2N4O5S2SiTi